{
  "formula": "C2H2FO4",
  "method": "wB97M-V/def2-TZVPD",
  "total_charge": -1,
  "homo_energy_ev": -6.2,
  "relative_energy_kcal_mol": 6.4,
  "largest_force_ev_per_a": 4.21,
  "symbols": ["C", "C", "O", "O", "O", "O", "F", "H", "H"],
  "positions_angstrom": [[2.03277, -0.61568, 0.40350], [-0.20253, 0.68379, -0.39427], [2.70778, -0.08313, -0.46313], [2.01567, -1.34312, 1.30813], [-1.44961, 0.80161, -0.65197], [0.36566, -0.49676, -0.09790], [-3.34700, -0.50433, 0.48644], [0.45396, 1.57442, -0.73268], [-2.57670, -0.01681, 0.14187]],
  "lowdin_charge": [-0.646, -0.329, 0.021, 0.106, -0.088, -0.042, -0.181, 0.148, 0.011]
}